{
  "formula": "C36H108O18S18",
  "method": "wB97M-V/def2-TZVPD",
  "elements": ["C", "S", "O", "C", "H", "H", "H", "H", "H", "H", "C", "S", "O", "C", "H", "H", "H", "H", "H", "H", "C", "S", "O", "C", "H", "H", "H", "H", "H", "H", "C", "S", "O", "C", "H", "H", "H", "H", "H", "H", "C", "S", "O", "C", "H", "H", "H", "H", "H", "H", "C", "S", "O", "C", "H", "H", "H", "H", "H", "H", "C", "S", "O", "C", "H", "H", "H", "H", "H", "H", "C", "S", "O", "C", "H", "H", "H", "H", "H", "H", "C", "S", "O", "C", "H", "H", "H", "H", "H", "H", "C", "S", "O", "C", "H", "H", "H", "H", "H", "H", "C", "S", "O", "C", "H", "H", "H", "H", "H", "H", "C", "S", "O", "C", "H", "H", "H", "H", "H", "H", "C", "S", "O", "C", "H", "H", "H", "H", "H", "H", "C", "S", "O", "C", "H", "H", "H", "H", "H", "H", "C", "S", "O", "C", "H", "H", "H", "H", "H", "H", "C", "S", "O", "C", "H", "H", "H", "H", "H", "H", "C", "S", "O", "C", "H", "H", "H", "H", "H", "H", "C", "S", "O", "C", "H", "H", "H", "H", "H", "H"],
  "positions_angstrom": [[4.374, -0.251, 2.673], [3.117, -1.639, 3.113], [2.992, -2.509, 1.895], [4.201, -2.613, 4.160], [3.968, 0.435, 1.991], [5.305, -0.766, 2.387], [4.444, 0.338, 3.585], [4.647, -2.012, 4.957], [5.031, -3.034, 3.590], [3.576, -3.371, 4.660], [4.457, -4.440, -0.967], [4.847, -2.667, -1.562], [6.331, -2.611, -1.458], [4.564, -3.149, -3.357], [3.495, -4.766, -1.342], [4.519, -4.468, 0.141], [5.237, -5.067, -1.408], [5.045, -2.360, -3.935], [3.569, -3.392, -3.662], [5.119, -4.084, -3.464], [0.601, -5.790, 2.249], [0.848, -7.544, 1.732], [0.516, -8.353, 2.883], [-0.647, -7.689, 0.644], [1.421, -5.474, 2.884], [-0.333, -5.748, 2.779], [0.549, -5.163, 1.414], [-0.979, -6.743, 0.236], [-1.302, -8.104, 1.411], [-0.467, -8.349, -0.241], [8.571, -1.262, 0.627], [8.353, -2.356, 2.027], [7.043, -1.998, 2.665], [7.938, -3.888, 1.078], [8.583, -0.243, 1.036], [7.690, -1.298, -0.007], [9.501, -1.518, 0.158], [7.037, -3.653, 0.470], [7.770, -4.662, 1.860], [8.773, -4.156, 0.393], [1.422, 4.310, 2.457], [2.337, 5.789, 2.192], [2.184, 6.674, 3.371], [3.929, 4.957, 2.529], [1.612, 3.908, 3.484], [1.812, 3.532, 1.774], [0.328, 4.408, 2.395], [4.695, 5.727, 2.425], [4.192, 4.182, 1.793], [3.931, 4.466, 3.536], [1.537, -1.918, -6.284], [2.400, -0.768, -5.225], [1.863, -1.058, -3.770], [1.665, 0.761, -5.822], [1.777, -2.916, -5.993], [1.798, -1.753, -7.322], [0.478, -1.673, -6.125], [1.985, 1.582, -5.204], [0.590, 0.706, -5.744], [1.956, 0.912, -6.850], [-3.533, 3.194, 0.076], [-2.887, 4.413, 1.254], [-1.413, 4.524, 0.936], [-3.729, 5.903, 0.330], [-4.603, 3.056, 0.146], [-3.096, 2.213, 0.256], [-3.189, 3.509, -0.924], [-3.079, 6.002, -0.539], [-3.579, 6.830, 0.893], [-4.701, 5.669, 0.000], [-0.377, 1.064, 5.513], [-2.065, 1.332, 4.863], [-2.577, -0.093, 4.670], [-2.856, 1.942, 6.386], [0.247, 0.561, 4.792], [-0.449, 0.505, 6.433], [0.050, 2.059, 5.622], [-2.519, 2.975, 6.661], [-2.595, 1.221, 7.187], [-3.910, 1.938, 6.287], [0.235, -3.818, -0.671], [0.818, -4.582, -2.189], [0.646, -6.054, -1.973], [-0.396, -4.069, -3.358], [1.013, -3.897, 0.063], [-0.683, -4.368, -0.352], [0.093, -2.806, -0.992], [-0.415, -2.989, -3.172], [-1.326, -4.537, -3.139], [-0.008, -4.523, -4.284], [3.778, 1.192, -2.330], [3.968, 2.675, -1.309], [3.082, 2.467, -0.079], [5.726, 2.503, -0.678], [2.927, 1.216, -2.971], [3.608, 0.404, -1.604], [4.691, 0.987, -2.903], [6.404, 2.913, -1.443], [5.902, 1.439, -0.517], [5.737, 3.046, 0.263], [0.990, -0.083, -0.655], [-0.424, 0.997, -0.277], [-1.678, 0.123, -0.346], [-0.123, 1.285, 1.549], [1.803, 0.596, -0.491], [0.865, -0.353, -1.710], [0.955, -0.997, -0.065], [-1.142, 1.415, 1.856], [0.446, 2.198, 1.625], [0.336, 0.399, 2.043], [2.615, -2.751, 7.375], [0.862, -2.438, 7.784], [0.542, -1.008, 7.880], [0.269, -2.907, 6.108], [2.899, -1.925, 6.690], [2.626, -3.765, 6.933], [3.211, -2.690, 8.325], [-0.714, -2.528, 6.077], [0.377, -3.964, 5.949], [0.955, -2.366, 5.442], [0.794, 4.582, -1.237], [-0.296, 3.985, -2.553], [-1.407, 5.008, -2.616], [0.741, 4.412, -4.036], [1.043, 5.595, -1.567], [1.758, 4.057, -1.203], [0.231, 4.578, -0.359], [1.732, 3.933, -3.946], [0.903, 5.469, -3.925], [0.304, 4.114, -5.002], [-6.961, 7.611, -3.560], [-5.393, 7.107, -4.409], [-4.433, 8.303, -4.370], [-4.869, 6.188, -2.908], [-7.409, 8.412, -4.192], [-6.683, 8.056, -2.591], [-7.620, 6.763, -3.420], [-5.206, 5.158, -2.918], [-5.109, 6.788, -2.045], [-3.773, 6.090, -2.902], [-5.886, -2.621, 0.848], [-5.878, -2.460, -1.046], [-6.469, -1.114, -1.329], [-4.062, -2.240, -1.227], [-5.404, -1.800, 1.316], [-5.318, -3.462, 1.168], [-6.925, -2.655, 1.200], [-3.933, -2.237, -2.302], [-3.528, -3.025, -0.713], [-3.761, -1.266, -0.868], [-0.762, -2.354, 2.547], [-2.378, -2.742, 1.989], [-2.356, -4.086, 1.202], [-3.104, -3.099, 3.571], [-0.208, -3.291, 2.688], [-0.885, -1.746, 3.454], [-0.181, -1.743, 1.904], [-2.557, -3.973, 4.072], [-4.141, -3.363, 3.416], [-3.018, -2.177, 4.146], [-3.607, 1.178, -5.881], [-2.794, -0.354, -5.163], [-1.486, -0.413, -5.861], [-2.535, 0.314, -3.516], [-2.773, 1.896, -5.929], [-4.403, 1.523, -5.274], [-3.902, 0.827, -6.896], [-3.528, 0.503, -3.077], [-2.019, 1.270, -3.581], [-2.021, -0.354, -2.852], [-7.239, 2.226, -1.028], [-8.126, 2.377, -2.588], [-7.570, 3.559, -3.247], [-7.209, 1.018, -3.477], [-6.205, 2.578, -1.318], [-7.154, 1.182, -0.697], [-7.555, 2.791, -0.160], [-6.191, 1.437, -3.501], [-7.525, 0.941, -4.488], [-7.167, 0.079, -2.953]],
  "multiplicity": 1,
  "energy_ev": -270957.12543,
  "lumo_ev": -0.11,
  "orbital_gap_ev": 8.282
}